Density functional theory data (wB97M-V/def2-TZVPD) for 10 unconnected molecules or ions with the total composition C26H72N2O10 in a non-equilibrium geometry.

Each line ends with the Löwdin charge.
Element x y z (Å)
N (2.36565, 1.96417, -7.10601)  0.154
C (2.11061, 0.70846, -6.95641)  -0.782
N (1.09808, 0.43068, -7.74683)  0.147
O (2.60638, -0.00835, -6.07604)  0.013
H (1.98401, 2.43427, -7.91438)  0.116
H (3.16604, 2.10341, -6.50595)  0.128
H (0.86522, 1.00483, -8.54446)  0.107
H (0.91663, -0.56232, -7.78046)  0.116
C (-1.02781, -7.47729, -2.96434)  -0.052
C (-1.08999, -7.68062, -4.45827)  -0.531
C (0.26318, -7.97104, -5.07689)  -0.077
O (-1.73964, -8.85441, -4.68623)  -0.050
H (-0.39889, -6.64822, -2.64001)  0.082
H (-0.48886, -8.30659, -2.50622)  0.079
H (-2.00557, -7.44990, -2.48339)  0.085
H (-1.61196, -6.91781, -5.03597)  0.145
H (0.89778, -7.08695, -5.01550)  0.073
H (0.40078, -8.14385, -6.14426)  0.078
H (0.84660, -8.79433, -4.66470)  0.082
H (-1.27240, -9.44855, -4.09438)  0.085
C (-1.45852, 5.10235, 1.94864)  -0.079
C (-0.16569, 5.77327, 2.36608)  -0.492
C (0.44044, 6.41785, 1.11184)  -0.063
O (-0.59898, 6.87755, 3.12310)  -0.060
H (-2.16996, 5.74296, 1.42751)  0.088
H (-1.99327, 4.64200, 2.77943)  0.077
H (-1.19358, 4.21750, 1.36989)  0.073
H (0.41568, 5.01126, 2.88517)  0.137
H (-0.17854, 7.28332, 0.87539)  0.083
H (0.37993, 5.74239, 0.25850)  0.075
H (1.43040, 6.82641, 1.31474)  0.074
H (0.14812, 7.46884, 3.24063)  0.086
C (-2.21662, -0.67993, 6.39245)  -0.047
C (-3.55488, -0.73704, 5.60014)  -0.571
C (-3.76289, -2.12664, 5.08593)  -0.071
O (-4.62777, -0.50253, 6.39192)  -0.023
H (-2.19726, 0.23740, 6.98084)  0.078
H (-1.36917, -0.69946, 5.70722)  0.079
H (-2.25661, -1.54512, 7.05423)  0.076
H (-3.45726, -0.00756, 4.79614)  0.140
H (-2.96096, -2.50207, 4.45026)  0.084
H (-4.71201, -2.08723, 4.55141)  0.083
H (-3.96442, -2.76091, 5.94917)  0.083
H (-4.38150, -1.00250, 7.17358)  0.091
C (-7.51389, -5.03407, -1.94902)  -0.066
C (-8.97505, -4.58927, -2.10431)  -0.492
C (-10.06449, -5.75114, -2.36674)  -0.036
O (-9.26033, -3.77495, -1.00745)  -0.044
H (-7.48738, -5.80325, -1.17717)  0.072
H (-6.95306, -4.18458, -1.55922)  0.077
H (-7.07120, -5.41157, -2.87076)  0.077
H (-8.99590, -3.99069, -3.01501)  0.125
H (-10.98430, -5.17492, -2.46679)  0.066
H (-10.07775, -6.43056, -1.51450)  0.063
H (-9.97368, -6.40019, -3.23772)  0.066
H (-9.15456, -4.32146, -0.22532)  0.091
C (6.49013, 4.66907, -0.75607)  -0.051
C (5.96991, 5.03131, -2.11364)  -0.570
C (6.39614, 6.44651, -2.60096)  -0.042
O (6.39512, 4.12862, -2.97985)  -0.027
H (6.58274, 5.54144, -0.10916)  0.073
H (7.48602, 4.22682, -0.72926)  0.087
H (5.77272, 4.01137, -0.26529)  0.078
H (4.90100, 4.91825, -2.29462)  0.138
H (7.33819, 6.70367, -2.11671)  0.075
H (5.65166, 7.22522, -2.43528)  0.076
H (6.66092, 6.57712, -3.65022)  0.073
H (7.13408, 4.58518, -3.38863)  0.089
C (-0.69363, -1.08875, -0.08110)  -0.039
C (0.51956, -0.63753, -0.90958)  -0.563
C (1.53465, 0.25315, -0.23676)  -0.051
O (1.13978, -1.74767, -1.37223)  -0.037
H (-1.15217, -1.98609, -0.49661)  0.079
H (-1.51616, -0.37364, -0.06740)  0.071
H (-0.37181, -1.16255, 0.95768)  0.072
H (0.12879, -0.19841, -1.82750)  0.132
H (2.00827, -0.29430, 0.57816)  0.083
H (1.12834, 1.20629, 0.10166)  0.075
H (2.32545, 0.58048, -0.91174)  0.077
H (1.65229, -1.42479, -2.11699)  0.100
C (3.80155, 2.22200, 7.31506)  -0.061
C (5.01602, 3.04389, 6.75417)  -0.463
C (5.38895, 2.51414, 5.36602)  -0.072
O (4.68117, 4.43936, 6.66242)  -0.052
H (2.82044, 2.24657, 6.84079)  0.069
H (3.46113, 2.52690, 8.30463)  0.071
H (3.96746, 1.15098, 7.19887)  0.071
H (5.84331, 2.84057, 7.43415)  0.126
H (4.54861, 2.73463, 4.70776)  0.083
H (5.68123, 1.46640, 5.43628)  0.078
H (6.22001, 3.07135, 4.93362)  0.070
H (5.51398, 4.87768, 6.47294)  0.080
C (3.42432, -4.76073, 2.83560)  -0.091
C (2.98239, -3.96434, 4.04668)  -0.345
O (3.84609, -4.18525, 5.10689)  -0.088
H (3.19480, -5.79340, 3.09826)  0.076
H (4.45980, -4.62191, 2.52474)  0.074
H (2.93410, -4.46813, 1.90706)  0.070
H (1.97141, -4.12623, 4.42059)  0.119
H (3.17343, -2.91953, 3.80178)  0.101
H (4.77804, -4.24831, 4.88537)  0.084
C (-2.54964, 3.91110, -3.94021)  -0.093
C (-3.39866, 4.97894, -4.68694)  -0.291
O (-3.48985, 4.74439, -6.12693)  -0.091
H (-2.65870, 3.73465, -2.87013)  0.067
H (-1.54471, 4.27520, -4.15390)  0.066
H (-2.81954, 2.96055, -4.40033)  0.068
H (-3.01270, 5.95273, -4.38552)  0.105
H (-4.38831, 4.81118, -4.26200)  0.097
H (-4.29706, 4.27279, -6.34512)  0.073

Summary:
relative energy (zero: lowest compared OMol25 entry of this formula, charge and spin) = 0.00 kJ/mol
SMILES = NC(N)=O.CC(C)O.CC(C)O.CC(C)O.CC(C)O.CC(C)O.CC(C)O.CC(C)O.CCO.CCO
Kohn-Sham gap = 10.06 eV